1.
C34H25Cl2CoN5O2S | wB97M-V/def2-TZVPD

CARTESIAN COORDINATES (ANGSTROEM)
Co  -0.1868  0.0866  -0.7917
N  -1.8549  4.5639  8.2382
C  -1.6626  4.0574  7.2257
C  -1.4202  3.4235  5.9561
C  -0.1308  3.4001  5.4311
C  0.0971  2.7992  4.2057
C  -0.9517  2.2070  3.5080
C  -2.2365  2.2254  4.0435
C  -2.4753  2.8392  5.2607
C  -0.7047  1.5524  2.1960
C  -0.2812  2.3461  1.1395
C  -0.1263  3.7555  1.1564
C  0.3758  4.1225  -0.0666
C  0.5151  2.9373  -0.8094
N  0.1328  1.8648  -0.1091
C  -0.9119  0.1742  2.1169
C  -1.1837  -0.7097  3.1845
C  -1.3066  -1.9702  2.6397
C  -1.1143  -1.8187  1.2594
N  -0.8778  -0.5424  0.9289
H  0.6811  3.8539  5.9823
H  1.0954  2.7852  3.7875
H  -3.0505  1.7631  3.5004
H  -3.4731  2.8670  5.6762
H  -0.3681  4.3951  1.9895
H  0.6212  5.1126  -0.4127
H  0.9020  2.8360  -1.8090
H  -1.2762  -0.4253  4.2201
H  -1.5203  -2.8948  3.1496
H  -1.1742  -2.5917  0.5112
Cl  -2.2784  0.8020  -1.4020
C  -2.0544  1.4102  -3.0439
C  -3.1601  1.9624  -3.6616
C  -3.0148  2.4435  -4.9507
C  -1.7815  2.3610  -5.5809
C  -0.6986  1.8004  -4.9290
Cl  0.8186  1.7150  -5.7513
C  -0.7953  1.2974  -3.6224
S  0.5996  0.5902  -2.8374
H  -4.1076  2.0153  -3.1435
H  -3.8586  2.8841  -5.4621
H  -1.6492  2.7346  -6.5867
O  0.7811  -4.2704  -5.4872
C  0.3150  -4.9441  -4.3307
C  0.0399  -3.8696  -3.3132
C  -1.1771  -3.2050  -3.2897
C  -1.3597  -2.1438  -2.4251
N  -0.4070  -1.7410  -1.5823
C  0.7591  -2.4099  -1.5673
C  1.0213  -3.4627  -2.4205
C  1.7376  -1.8711  -0.6048
C  2.7265  -2.6246  -0.0074
C  3.5445  -2.0400  0.9508
C  4.5564  -2.8711  1.7044
O  3.9282  -3.5624  2.7681
C  3.3451  -0.6988  1.2445
C  2.3317  0.0006  0.6175
N  1.5372  -0.5785  -0.2860
H  0.9555  -4.9166  -6.1796
H  1.0635  -5.6412  -3.9420
H  -0.6039  -5.5024  -4.5334
H  -1.9781  -3.4932  -3.9566
H  -2.2912  -1.5974  -2.3999
H  1.9906  -3.9430  -2.4069
H  2.8363  -3.6702  -0.2627
H  5.3812  -2.2427  2.0501
H  4.9683  -3.6382  1.0501
H  3.7345  -2.9485  3.4843
H  3.9684  -0.1895  1.9679
H  2.1428  1.0439  0.8207

Forces on the atoms, in the same order (eV/Å):
Co -0.147 -0.097 -0.139
N 0.004 -0.008 -0.010
C -0.002 -0.005 -0.007
C -0.003 0.020 0.039
C 0.005 -0.003 -0.013
C -0.012 0.032 0.005
C 0.018 -0.002 -0.045
C 0.004 -0.024 0.041
C -0.002 -0.008 -0.016
C -0.036 0.004 0.002
C 0.118 -0.096 0.011
C 0.009 0.005 0.022
C 0.007 0.030 -0.008
C 0.090 -0.091 0.049
N -0.184 0.288 -0.026
C -0.051 0.033 -0.058
C -0.032 0.018 0.012
C -0.018 -0.017 -0.001
C -0.095 0.076 -0.071
N 0.126 -0.125 0.166
H -0.002 0.000 0.000
H -0.003 -0.004 0.002
H 0.002 0.006 -0.003
H 0.002 0.003 0.001
H -0.001 0.001 -0.010
H 0.003 -0.007 0.000
H -0.042 0.007 -0.019
H 0.013 -0.020 -0.002
H -0.008 0.008 0.003
H 0.043 -0.020 0.011
Cl -0.014 -0.018 0.059
C 0.023 0.007 0.003
C 0.021 -0.001 -0.005
C 0.009 0.002 -0.010
C -0.024 0.013 -0.002
C 0.002 -0.007 -0.006
Cl -0.005 -0.003 0.011
C -0.009 -0.029 0.024
S 0.073 0.060 -0.037
H 0.005 0.005 0.006
H 0.005 -0.001 -0.003
H -0.001 -0.003 0.001
O -0.001 -0.017 0.009
C -0.006 -0.001 0.012
C 0.018 -0.004 -0.029
C -0.031 -0.042 0.031
C -0.045 -0.028 0.161
N 0.268 0.117 -0.359
C 0.002 0.084 0.080
C -0.073 -0.082 0.109
C -0.088 0.053 -0.060
C 0.047 0.030 -0.079
C 0.037 -0.007 0.009
C -0.015 -0.009 -0.007
O 0.011 -0.012 -0.017
C 0.050 0.034 -0.049
C 0.050 0.027 -0.192
N -0.081 -0.240 0.386
H -0.001 0.004 -0.005
H 0.001 -0.001 0.001
H 0.000 -0.002 0.002
H 0.007 0.017 -0.012
H 0.016 0.035 -0.046
H -0.009 0.002 -0.022
H 0.001 0.001 0.030
H -0.014 0.005 0.024
H 0.021 0.017 -0.012
H 0.000 -0.004 0.000
H -0.006 0.002 -0.001
H -0.046 -0.007 0.057

As for the total charge: +1. The calculation puts the total energy at -120711.9213 eV. The value obtained for the frontier orbital gap is 6.76 eV. Its HOMO energy is -10.46 eV.


2.
C10H21NO2 | wB97M-V/def2-TZVPD

CARTESIAN COORDINATES (ANGSTROEM)
C  0.1257  -2.6400  -3.3861
C  0.5385  -2.1908  -2.0182
C  -0.5791  -2.1392  -0.9919
C  -0.3118  -1.7465  0.4497
N  0.2236  -0.3599  0.6728
C  1.7107  -0.1577  0.6390
C  1.9627  0.9322  -0.3738
C  0.9709  2.1188  -0.2174
C  -0.4578  1.6810  -0.3503
O  -1.2710  2.8897  -0.3064
C  -0.7923  0.6726  0.7601
C  -0.7903  1.1755  2.2040
O  -1.2419  0.1416  3.1209
H  0.9741  -2.9303  -4.0101
H  -0.5356  -3.4969  -3.2667
H  -0.4416  -1.8336  -3.8588
H  1.0863  -1.2049  -2.0113
H  1.2892  -2.8896  -1.6172
H  -1.2470  -1.3186  -1.2993
H  -1.0938  -3.0617  -0.9272
H  -1.2598  -1.7428  0.9353
H  0.2963  -2.5021  1.0452
H  2.0746  0.1033  1.6471
H  2.2129  -1.1001  0.4337
H  1.9791  0.5501  -1.3793
H  2.9479  1.2631  -0.2513
H  1.1477  2.9577  -0.9121
H  1.2232  2.5440  0.8291
H  -0.4825  1.1590  -1.3311
H  -2.2168  2.6049  -0.2103
H  -1.7853  0.1684  0.6884
H  0.2784  1.3698  2.5319
H  -1.4808  2.0505  2.3065
H  -0.6914  -0.6570  3.1407

Forces on the atoms, in the same order (eV/Å):
C -0.460 0.237 -0.121
C 1.865 0.450 1.658
C 0.127 1.866 -0.170
C 2.137 0.616 0.977
N 0.250 -3.426 -0.330
C -2.359 0.556 0.433
C -0.541 0.444 -0.180
C 1.700 0.594 1.727
C -0.641 0.636 0.455
O -0.861 -1.388 -0.012
C 0.748 -0.401 0.455
C 0.961 -0.113 0.901
O -0.709 0.477 -0.318
H -0.130 0.152 0.024
H -0.055 -0.142 -0.266
H 0.018 -0.206 -0.276
H -0.674 -0.843 -0.268
H 0.009 -0.041 -0.143
H -0.415 -0.515 -0.311
H -0.814 -1.053 -0.362
H -0.871 -0.218 0.438
H -0.321 0.776 -0.885
H -0.037 0.364 -0.181
H -0.252 -0.091 -0.427
H -0.486 -0.362 -0.532
H 1.626 0.933 0.323
H 0.125 -0.539 0.072
H -0.815 -0.421 -1.458
H -0.627 0.235 0.341
H 1.273 0.421 -0.212
H 0.563 0.448 -0.585
H -1.271 0.566 -0.549
H 0.760 -0.709 0.329
H 0.175 0.693 -0.548

As for the total charge: 0. The SMILES is CCCCN1CCC[C@H](O)[C@@H]1CO. The calculation puts the total energy at -16294.2987 eV. The value obtained for the frontier orbital gap is 8.78 eV. Its HOMO energy is -7.95 eV.


3.
C48H65AsBr2CaIN8OS5Si | wB97M-V/def2-TZVPD

CARTESIAN COORDINATES (ANGSTROEM)
Ca  -1.6956  0.2231  -0.2127
C  -3.4741  0.0699  5.6007
N  -3.1681  0.5515  4.2613
C  -2.5238  -0.0455  3.2606
N  -2.3262  0.8139  2.2692
C  -2.8993  1.9531  2.7492
N  -3.4074  1.8429  3.9501
C  -2.3677  0.3703  6.5869
C  -2.6732  0.5484  7.9317
C  -1.6720  0.8407  8.8474
C  -0.3547  0.9651  8.4336
C  -0.0494  0.7805  7.0914
C  -1.0520  0.4839  6.1766
C  1.3261  0.9186  6.6104
N  2.3280  1.5228  7.1350
N  3.3906  1.3711  6.2258
C  2.9199  0.6939  5.2455
O  1.6149  0.3609  5.4057
C  3.5680  0.2573  4.0069
C  4.7040  0.9114  3.5374
C  5.2646  0.5195  2.3346
C  4.6931  -0.5123  1.5963
C  3.5742  -1.1804  2.0759
C  2.9789  -2.3174  1.2865
N  1.5194  -2.2130  1.2049
C  0.7783  -1.1212  1.1343
N  -0.5020  -1.4471  0.9663
C  -0.4561  -2.8124  0.9358
N  0.7430  -3.3120  1.0892
C  3.0189  -0.7940  3.2882
H  -3.6876  -0.9983  5.5336
H  -4.3878  0.5806  5.9002
H  -2.2187  -1.0793  3.2830
H  -2.9467  2.8744  2.1931
H  -3.7006  0.4739  8.2672
H  -1.9231  0.9827  9.8896
H  0.4325  1.2034  9.1355
H  -0.7870  0.3707  5.1332
H  5.1267  1.7234  4.1132
H  6.1422  1.0274  1.9591
H  5.1253  -0.7987  0.6452
H  3.1775  -3.2923  1.7306
H  3.3742  -2.3175  0.2700
H  1.1857  -0.1257  1.2077
H  -1.3275  -3.4324  0.8033
H  2.1469  -1.3049  3.6780
Br  -5.0386  3.0868  -0.1419
C  -5.8263  2.2389  1.3669
C  -6.4623  3.0530  2.2925
C  -7.0446  2.4892  3.4165
C  -7.0023  1.1169  3.6121
C  -6.3691  0.3050  2.6827
C  -5.7733  0.8651  1.5592
I  -4.8373  -0.3695  0.1755
H  -6.4992  4.1205  2.1281
H  -7.5408  3.1286  4.1338
H  -7.4725  0.6734  4.4796
H  -6.3461  -0.7675  2.8223
C  -0.5947  2.9085  -4.4641
S  -1.0555  1.7222  -3.1861
C  -2.8024  1.6429  -3.3415
C  -3.4936  0.5248  -3.0343
S  -2.8219  -0.9698  -2.3938
S  -5.2160  0.6427  -3.3032
C  -5.2962  2.3042  -3.7714
S  -6.6694  3.0943  -4.1537
S  -3.7205  3.0390  -3.8416
H  0.4944  2.9071  -4.4891
H  -0.9455  3.9160  -4.2478
H  -0.9712  2.5772  -5.4298
C  -0.4682  -1.5727  -5.3588
C  1.0456  -1.8233  -5.4462
C  1.3068  -2.6730  -6.7041
C  1.7186  -0.4559  -5.6363
Si  1.7399  -2.6989  -3.9017
Br  0.9552  -1.4622  -2.1044
C  3.6409  -2.5775  -3.6849
C  4.1010  -3.4980  -2.5435
C  4.3589  -3.0105  -4.9752
C  4.1383  -1.1671  -3.3223
C  1.0328  -4.4491  -3.6124
C  1.1256  -4.9108  -2.1501
C  1.7846  -5.4676  -4.4917
C  -0.4543  -4.5013  -3.9939
H  -0.7546  -0.9455  -6.2109
H  -0.7564  -1.0506  -4.4488
H  -1.0592  -2.4823  -5.4209
H  0.9428  -2.1238  -7.5779
H  0.7703  -3.6214  -6.6769
H  2.3618  -2.8886  -6.8714
H  1.2395  0.0488  -6.4812
H  2.7782  -0.5359  -5.8729
H  1.6070  0.1816  -4.7552
H  3.9952  -4.5549  -2.7824
H  3.5550  -3.3087  -1.6170
H  5.1626  -3.3146  -2.3506
H  4.0858  -4.0134  -5.3041
H  5.4388  -3.0087  -4.7963
H  4.1703  -2.3227  -5.7991
H  3.6740  -0.7883  -2.4101
H  3.9771  -0.4337  -4.1069
H  5.2179  -1.2245  -3.1508
H  2.1440  -4.9767  -1.7746
H  0.6887  -5.9117  -2.0793
H  0.5637  -4.2567  -1.4842
H  2.8177  -5.6117  -4.1773
H  1.7904  -5.1957  -5.5486
H  1.2833  -6.4365  -4.4104
H  -1.0500  -3.7582  -3.4584
H  -0.8415  -5.4910  -3.7340
H  -0.6168  -4.3653  -5.0621
C  0.8839  2.2863  2.6609
C  0.1348  3.3548  1.8692
As  -0.3397  2.7384  0.0743
C  1.4562  2.6389  -0.7126
C  2.2234  3.9524  -0.7797
C  -1.1012  4.3277  -0.7845
C  -0.9577  5.6345  -0.0155
H  1.1328  2.6482  3.6605
H  1.8283  2.0105  2.1834
H  0.2835  1.3822  2.7830
H  0.7320  4.2617  1.7760
H  -0.7867  3.6350  2.3794
H  1.3290  2.2031  -1.7055
H  2.0114  1.9020  -0.1250
H  1.6819  4.7131  -1.3432
H  3.1833  3.8040  -1.2766
H  2.4311  4.3570  0.2117
H  -2.1521  4.1001  -0.9699
H  -0.6252  4.3826  -1.7646
H  -1.4409  5.5924  0.9612
H  -1.4316  6.4425  -0.5745
H  0.0849  5.9103  0.1420

Forces on the atoms, in the same order (eV/Å):
Ca -0.850 -0.190 -0.032
C -0.056 0.038 -0.102
N -0.040 0.131 0.085
C 0.030 -0.029 -0.075
N -0.090 -0.074 -0.068
C 0.040 0.069 -0.032
N 0.077 -0.068 0.010
C -0.040 0.036 0.072
C 0.027 0.015 0.003
C 0.012 0.005 -0.008
C -0.055 -0.017 0.018
C 0.131 0.055 0.066
C 0.002 -0.023 -0.083
C -0.355 -0.081 0.019
N 0.381 -0.016 -0.237
N -0.289 0.116 0.331
C 0.099 -0.176 -0.321
O 0.104 0.061 0.109
C 0.029 0.088 0.115
C 0.016 -0.006 0.004
C -0.024 -0.038 -0.024
C 0.024 0.063 0.042
C 0.015 -0.009 -0.063
C -0.161 -0.037 -0.039
N 0.167 -0.170 0.129
C -0.160 0.087 -0.019
N 0.445 -0.332 0.109
C -0.126 0.029 0.010
N 0.071 0.136 -0.031
C -0.025 -0.035 -0.002
H 0.067 -0.001 0.007
H -0.024 -0.060 -0.003
H 0.000 -0.016 -0.031
H -0.041 0.022 -0.049
H -0.010 -0.003 -0.004
H -0.002 -0.001 0.002
H 0.010 0.001 0.001
H -0.003 -0.007 0.001
H -0.005 0.007 0.009
H 0.010 0.001 -0.005
H 0.000 -0.008 -0.015
H 0.041 0.032 0.042
H -0.018 -0.025 0.018
H -0.007 0.023 -0.007
H -0.009 -0.010 -0.008
H 0.002 -0.008 -0.003
Br 0.037 -0.053 0.037
C -0.020 0.150 0.018
C 0.001 -0.042 0.040
C -0.009 0.037 -0.012
C 0.036 -0.034 -0.047
C -0.027 0.094 0.087
C 0.016 0.024 0.079
I -0.120 -0.276 -0.149
H -0.006 0.012 0.005
H -0.002 -0.002 0.008
H -0.006 0.002 0.006
H 0.006 -0.014 -0.009
C 0.023 0.051 -0.034
S 0.053 -0.143 0.007
C -0.003 -0.074 0.055
C 0.209 -0.151 0.150
S -0.124 0.013 -0.256
S -0.131 -0.096 0.082
C 0.020 -0.025 -0.189
S 0.004 0.022 0.067
S 0.003 0.155 0.011
H -0.001 0.006 -0.001
H -0.016 0.000 0.014
H 0.001 -0.002 0.006
C -0.004 0.094 -0.058
C 0.005 -0.049 -0.070
C -0.015 0.018 -0.018
C -0.020 0.012 -0.008
Si -0.041 0.019 0.074
Br 0.054 0.036 -0.068
C 0.050 0.017 0.013
C 0.067 -0.021 -0.014
C 0.067 0.026 0.020
C -0.019 -0.027 0.046
C 0.062 -0.070 -0.020
C -0.046 -0.011 -0.007
C -0.035 -0.004 -0.013
C -0.009 -0.043 0.010
H -0.015 -0.003 0.026
H -0.019 0.070 0.061
H 0.031 0.057 -0.002
H 0.004 0.000 -0.005
H -0.032 0.005 0.006
H 0.022 0.012 0.009
H 0.007 0.029 0.020
H 0.065 -0.035 0.011
H -0.020 -0.003 0.011
H -0.017 0.002 -0.014
H 0.004 0.038 -0.026
H 0.009 -0.020 0.000
H -0.036 -0.024 0.020
H 0.003 -0.017 -0.004
H -0.001 0.028 0.003
H 0.013 -0.029 0.005
H -0.075 0.031 -0.085
H 0.008 0.027 -0.012
H -0.010 0.001 -0.016
H 0.000 -0.005 0.010
H -0.006 -0.013 -0.008
H 0.018 0.008 0.019
H -0.010 0.002 0.013
H 0.008 -0.015 0.003
H 0.005 0.013 0.002
H -0.014 0.001 0.012
H 0.030 -0.041 0.020
C 0.029 0.069 0.015
C 0.046 0.064 0.070
As 0.495 0.396 0.053
C 0.032 0.021 -0.015
C 0.043 0.009 -0.019
C -0.050 0.030 -0.002
C -0.024 0.057 -0.045
H -0.015 0.018 -0.007
H -0.006 0.010 -0.011
H -0.032 -0.019 -0.003
H 0.009 -0.005 0.033
H 0.032 0.000 0.030
H 0.012 0.012 0.012
H 0.005 -0.011 -0.021
H -0.022 -0.015 -0.012
H 0.010 0.007 0.010
H -0.015 -0.013 0.014
H -0.010 0.018 0.005
H 0.009 0.045 0.016
H -0.010 -0.028 -0.003
H 0.010 0.010 0.008
H 0.013 -0.019 -0.011

As for the total charge: +1. The calculation puts the total energy at -354316.6647 eV. The value obtained for the frontier orbital gap is 7.08 eV. Its HOMO energy is -9.25 eV.


4.
C2H3P3 | wB97M-V/def2-TZVPD

CARTESIAN COORDINATES (ANGSTROEM)
C  -0.3426  -0.4720  -0.8336
C  0.7766  0.2357  -0.5852
P  1.5008  0.3456  0.9867
P  -0.1114  0.4592  2.3993
P  -1.8226  0.4940  1.3463
H  -0.8749  -0.6727  -1.7968
H  -0.5664  -1.1539  -0.0804
H  1.4404  0.7642  -1.4363

Forces on the atoms, in the same order (eV/Å):
C -0.580 0.394 -1.831
C 1.427 1.112 -2.316
P 0.908 0.496 0.694
P -0.315 -0.043 -0.174
P 0.356 -0.190 -0.151
H 0.781 0.648 0.788
H -0.849 -1.153 1.179
H -1.728 -1.264 1.811

As for the total charge: 0. The SMILES is C=CP=P#P. The calculation puts the total energy at -29985.1409 eV. The value obtained for the frontier orbital gap (spin up / spin down) is 5.95 / 6.30 eV. Its HOMO energy (spin up / spin down) is -7.91 / -7.91 eV.